C2H5N3O2 | wB97M-V/def2-TZVPD

Calculated values
molecular weight	103.081	g/mol
gap between HOMO and LUMO	10.429	eV
SMILES	[H]/N=N/OC.N#CO

Positions of all 12 atoms, in Å:
C1 1.61328 1.18375 0.75004
C2 -2.58385 -0.39458 0.26149
O1 0.54812 0.33534 0.37159
O2 -2.08931 0.44826 -0.57811
N1 -3.10753 -1.36258 0.61644
N2 0.94556 -0.93033 -0.19949
N3 0.09112 -1.38275 -0.94521
H1 -1.47195 -0.06101 -1.18147
H2 0.40400 -2.05971 -1.64036
H3 1.53551 1.36909 1.82284
H4 1.53920 2.12794 0.20788
H5 2.57584 0.72657 0.51435

=====

C2H5N3O2 | wB97M-V/def2-TZVPD

Calculated values
molecular weight	103.081	g/mol
gap between HOMO and LUMO	10.812	eV
SMILES	N#[N+][O-].CC(N)=O

Positions of all 12 atoms, in Å:
C1 -0.79842 0.49131 0.06690
C2 -0.33620 0.72588 -1.34038
N1 -3.95029 -0.24508 -0.16210
N2 -0.32714 -0.57746 0.72996
N3 -3.96492 -0.65888 0.86353
O1 -1.67384 1.12671 0.64947
O2 -3.78359 0.21735 -1.19493
H1 -1.28669 1.12618 -1.65707
H2 -0.08274 -0.11550 -1.87734
H3 0.39009 1.48147 -1.53939
H4 0.48544 -1.17503 0.38312
H5 -0.83964 -0.65141 1.61360

=====

What is the molecular weight in the first record? 103.081 g/mol